No. 1
{"formula": "C5H8O", "method": "wB97M-V/def2-TZVPD", "elements": ["C", "C", "C", "H", "H", "H", "H", "H", "H", "C", "C", "O", "H", "H"], "xyz": [[-0.920484, -0.431920, -0.420604], [-0.964294, -1.881798, -0.044759], [0.252029, -1.052075, 0.265544], [-1.566824, 0.248377, 0.125419], [-0.811545, -0.177542, -1.469994], [-1.597380, -2.144616, 0.798210], [-0.907096, -2.620129, -0.840546], [1.140681, -1.237681, -0.330696], [0.472975, -0.838240, 1.309004], [1.254958, 2.063787, -0.352626], [0.586416, 1.940653, 0.775128], [-0.015185, 1.857823, 1.773078], [1.850721, 2.965522, -0.449854], [1.225029, 1.307841, -1.137304]], "forces_ev_per_a": [[-0.4, 0.3, -0.1], [-0.1, -0.1, 0.0], [0.4, -0.4, 0.1], [0.2, -0.1, 0.0], [0.0, -0.1, 0.1], [0.1, 0.0, -0.2], [0.0, 0.1, 0.2], [-0.1, 0.0, 0.1], [-0.2, 0.1, -0.2], [0.0, 0.1, 0.2], [-0.4, -0.2, 0.3], [0.6, 0.2, -0.9], [-0.1, -0.2, -0.1], [-0.1, 0.3, 0.5]], "multiplicity": 1, "smiles": "C1CC1.C=C=O", "e_tot_ev": -7360.108, "gap_ev": 10.210, "relative_energy_ev": 2.147}

***

No. 2
{"formula": "C39H36ClHgN5O5S2", "method": "wB97M-V/def2-TZVPD", "elements": ["Hg", "O", "C", "O", "C", "C", "Cl", "N", "N", "C", "C", "O", "O", "C", "C", "C", "C", "C", "C", "H", "H", "H", "H", "H", "H", "C", "C", "C", "C", "C", "C", "C", "C", "S", "C", "N", "C", "C", "C", "C", "C", "C", "C", "C", "H", "H", "H", "H", "H", "H", "H", "H", "H", "H", "H", "H", "H", "H", "H", "H", "C", "C", "C", "N", "C", "S", "N", "C", "O", "C", "C", "C", "C", "C", "C", "H", "H", "H", "H", "H", "H", "H", "H", "H", "H", "H", "H", "H", "H"], "xyz": [[0.783729, 0.974404, 0.162614], [-5.497603, 0.325451, 0.415536], [-5.011892, -0.843624, 0.750645], [-5.734127, -1.798095, 0.929103], [-3.511333, -0.961605, 0.914544], [-2.867861, -2.146184, 1.224307], [-3.595978, -3.659243, 1.508770], [-1.527491, -1.896228, 1.321941], [-1.284378, -0.608516, 1.070772], [-2.421961, -0.032232, 0.808687], [-2.336472, 1.453574, 0.518452], [-3.395364, 2.102614, 0.454375], [-1.190434, 1.990589, 0.423511], [-0.361766, -2.709824, 1.600283], [0.859836, -2.046356, 1.667752], [2.030909, -2.739874, 1.913882], [2.009394, -4.113026, 2.104881], [0.793289, -4.773751, 2.048500], [-0.389548, -4.086967, 1.799186], [-4.766656, 1.030081, 0.393689], [0.899813, -0.984464, 1.535591], [2.966412, -2.189755, 1.949989], [2.927056, -4.659055, 2.291971], [0.749236, -5.846050, 2.194467], [-1.306489, -4.640023, 1.754048], [-4.024770, 0.492438, 4.319109], [-3.263851, 0.538464, 5.645004], [-3.645627, -0.705850, 6.461014], [-3.689753, 1.802925, 6.406883], [-1.745140, 0.561395, 5.442886], [-0.908955, 0.574064, 6.577612], [0.464845, 0.595919, 6.476231], [1.028676, 0.604008, 5.201507], [2.690564, 0.634644, 4.733038], [2.214667, 0.630122, 3.044259], [0.949389, 0.609638, 2.855223], [0.233171, 0.595598, 4.057657], [-1.159650, 0.573357, 4.186380], [3.228259, 0.622217, 1.943599], [4.577365, 0.450255, 2.264106], [5.542159, 0.378077, 1.270963], [5.157985, 0.473241, -0.058085], [3.822003, 0.660702, -0.379581], [2.839191, 0.752567, 0.598288], [-5.101045, 0.494372, 4.513397], [-3.792459, -0.421373, 3.760483], [-3.801932, 1.354824, 3.682205], [-4.731462, -0.745902, 6.595697], [-3.178743, -0.705494, 7.451348], [-3.333042, -1.615348, 5.937845], [-4.774981, 1.805285, 6.551220], [-3.417257, 2.698962, 5.840089], [-3.213889, 1.864729, 7.390845], [-1.352877, 0.567355, 7.569348], [1.088303, 0.605763, 7.364734], [-1.753699, 0.571527, 3.281335], [4.875413, 0.360673, 3.304977], [6.585032, 0.240871, 1.534721], [5.897674, 0.401895, -0.847784], [3.543290, 0.735795, -1.425944], [0.596816, 3.280268, -6.573583], [1.750220, 3.356837, -5.566034], [2.094355, 2.007217, -4.950442], [0.967992, 1.500996, -4.185217], [0.943555, 0.313651, -3.514339], [-0.168633, 0.092103, -2.208597], [1.763382, -0.697118, -3.912675], [2.256106, -1.051378, -5.183864], [3.362087, -1.651738, -5.243343], [1.458825, -0.725305, -6.373637], [0.082012, -0.416075, -6.369679], [-0.595361, -0.190506, -7.562843], [0.067351, -0.252441, -8.786525], [1.426165, -0.575966, -8.802899], [2.107886, -0.816987, -7.621661], [0.386016, 4.265191, -7.005289], [-0.319878, 2.912533, -6.106440], [0.841482, 2.589348, -7.388466], [1.510677, 4.073258, -4.768678], [2.646336, 3.727409, -6.067189], [2.981340, 2.089451, -4.309490], [2.340928, 1.308038, -5.745459], [0.331384, 2.179836, -3.811623], [1.990444, -1.363659, -3.186140], [-0.473135, -0.387253, -5.440039], [-1.659063, 0.032266, -7.533598], [-0.469246, -0.069371, -9.713439], [1.951869, -0.649204, -9.751468], [3.158944, -1.080944, -7.625451]], "forces_ev_per_a": [[-0.2, 0.3, -0.8], [0.7, 1.2, -0.1], [0.5, -0.7, 0.2], [0.1, 0.2, -0.1], [0.0, 0.2, -0.2], [0.1, 0.1, 0.2], [0.3, 0.0, 0.0], [0.3, -0.8, 0.1], [0.2, -0.2, -0.3], [-0.5, 0.4, -0.2], [-0.3, 0.8, 0.1], [-0.4, -0.7, 0.0], [0.0, -0.5, 0.0], [-0.1, -0.1, 0.1], [0.0, -0.3, -0.1], [0.1, 0.0, 0.0], [0.0, 0.0, 0.0], [0.0, 0.0, 0.0], [-0.1, 0.1, -0.1], [-0.3, -0.2, 0.0], [-0.1, -0.3, 0.0], [-0.1, 0.0, 0.0], [-0.1, 0.0, 0.0], [0.0, 0.0, 0.0], [-0.2, -0.1, 0.0], [0.0, -0.1, -0.1], [0.1, 0.0, 0.0], [0.0, -0.1, 0.0], [0.0, 0.1, 0.0], [0.0, 0.0, -0.1], [0.0, 0.0, 0.0], [0.1, 0.0, 0.0], [0.1, 0.0, 0.0], [0.4, 0.0, 0.1], [0.6, 0.1, -0.1], [-0.7, 0.4, 0.6], [0.1, 0.0, -0.2], [-0.1, 0.0, -0.1], [0.0, 0.0, 0.1], [0.0, 0.0, 0.1], [0.0, 0.0, 0.1], [0.1, 0.0, 0.0], [-0.1, 0.0, -0.2], [-0.3, 0.0, 0.6], [0.1, 0.0, 0.0], [0.0, 0.1, 0.0], [0.0, -0.1, 0.1], [0.1, 0.0, 0.0], [-0.1, 0.0, -0.1], [0.0, 0.1, 0.1], [0.1, 0.0, 0.0], [0.0, -0.1, 0.1], [-0.1, 0.0, -0.1], [0.0, 0.0, -0.1], [-0.1, 0.0, -0.1], [0.0, 0.0, 0.1], [0.0, 0.0, -0.1], [-0.1, 0.0, 0.0], [0.0, 0.0, 0.0], [0.0, 0.0, 0.0], [0.1, 0.0, 0.0], [-0.2, 0.0, 0.0], [0.0, 0.1, 0.1], [0.0, -0.4, -0.1], [0.5, 0.1, -0.1], [0.0, -0.1, 0.0], [-0.5, 0.1, 0.0], [0.6, -0.1, -0.2], [-0.7, 0.4, 0.1], [0.0, -0.2, 0.2], [0.0, 0.0, -0.1], [0.1, 0.0, 0.1], [0.0, 0.0, 0.0], [0.0, 0.0, 0.1], [-0.1, 0.0, -0.2], [0.0, -0.1, 0.1], [0.1, 0.0, 0.0], [0.0, 0.1, 0.1], [0.0, 0.0, -0.1], [0.0, 0.0, 0.0], [0.0, 0.0, 0.0], [0.0, -0.1, -0.1], [-0.2, 0.1, 0.1], [0.0, -0.1, 0.0], [0.0, 0.0, 0.0], [0.1, 0.0, 0.0], [0.1, 0.0, 0.1], [0.0, 0.0, 0.1], [-0.1, 0.0, 0.0]], "multiplicity": 2, "e_tot_ev": -97086.793, "charge": -1, "gap_ev": [4.021, 7.647], "relative_energy_ev": 0.000}

***

No. 3
{"formula": "C9H11O3", "method": "wB97M-V/def2-TZVPD", "elements": ["C", "C", "O", "O", "H", "H", "H", "C", "C", "C", "C", "C", "C", "C", "O", "H", "H", "H", "H", "H", "H", "H", "H"], "xyz": [[-0.335069, 1.412090, -2.395246], [-0.101793, 2.911351, -2.693041], [1.010048, 3.365737, -2.924146], [-1.261796, 3.440090, -2.774904], [-0.495143, 0.725899, -3.328401], [-1.206184, 1.406454, -1.769925], [0.501693, 0.979344, -1.859384], [-2.226979, -2.425020, 2.848536], [1.261851, -0.998743, 0.763623], [1.185217, -2.268484, 1.213681], [0.213526, -0.071746, 0.912710], [0.035300, -2.786994, 1.774224], [-0.944191, -0.579360, 1.588645], [-1.010475, -1.890278, 2.023040], [2.363093, -0.364296, 0.216177], [3.136252, -0.969762, 0.167462], [2.011837, -3.012518, 1.063403], [0.098402, 0.885504, 0.317796], [-0.001167, -3.777087, 2.087216], [-1.779370, 0.059618, 1.862134], [-2.847822, -1.629424, 3.342409], [-1.852506, -3.141714, 3.599028], [-2.921075, -2.875461, 2.164221]], "forces_ev_per_a": [[-0.6, -1.1, -1.2], [2.9, -1.2, -1.4], [-1.6, 0.1, 0.5], [-0.7, 0.8, 0.1], [0.1, 1.8, 1.5], [-0.6, -0.7, 0.3], [0.3, 0.4, 0.1], [0.6, 1.2, -0.1], [0.2, 3.8, -0.6], [1.3, -3.0, -0.3], [-2.6, -1.1, -0.1], [-0.4, 2.9, -0.2], [1.2, 0.7, -0.4], [-1.1, -1.2, 1.3], [1.0, -1.4, -0.2], [-0.8, 0.5, 0.0], [-0.5, 1.1, 0.1], [0.8, -1.1, 1.3], [-0.1, -1.6, 0.5], [0.1, 0.1, -0.4], [1.0, -0.5, -0.3], [-0.5, 0.3, -0.3], [-0.3, -0.7, -0.2]], "multiplicity": 2, "e_tot_ev": -15650.993, "gap_ev": [9.334, 5.477], "relative_energy_ev": 1.900}